(1)
134
Properties=species:S:1:pos:R:3:mulliken_charge:R:1 method="wB97M-V/def2-TZVPD" orbital_gap_ev=9.87 largest_force_ha_per_bohr=0.0507 lumo_ha=0.0198 de_lowest_kj_mol=231.34 total_energy_ev=-99787.0011 smiles="CCOC(=O)C(F)(F)F.CCOC(=O)C(F)(F)F.CCOC(=O)C(F)(F)F.COCCOCCOC.COCCOCCOC.COCCOCCOC.COCCOCCOC"
F 1.8963 -6.4573 6.4333 -0.2800
F 3.4523 -1.7287 4.6468 -0.1906
F 0.4926 3.4981 0.1963 -0.1834
F -0.5490 4.2116 1.9633 -0.2370
F 2.9664 -5.1367 5.1586 -0.2482
F 0.8756 -5.6686 4.7133 -0.2200
F 4.9871 -0.7980 5.7888 -0.2851
F 1.4736 4.9169 1.4256 -0.2721
F 5.2034 -2.8793 5.3387 -0.2661
O 3.5099 -7.9713 4.8874 -0.3341
O -0.6267 9.1492 0.9257 -0.4072
O -1.4204 -7.9324 1.3581 -0.4202
O 0.2018 -1.4819 -0.2149 0.2262
O -4.9036 4.4552 -2.3078 -0.3436
O -2.4766 6.5158 -0.5967 -0.0882
O -2.8076 0.4514 0.5139 -0.3632
O -1.4560 -3.4385 -3.7422 -0.4548
O 6.7252 -1.3267 3.5506 -0.5458
O -1.4299 -5.4500 -0.7048 -0.1530
O 4.7606 -1.1217 2.4914 0.0433
O 2.2606 -7.3627 3.1471 -0.4873
O 2.2246 2.1754 1.7917 -0.5441
O 0.7678 -3.0865 2.2124 -0.5499
O -2.2646 6.3287 -7.3730 -0.3408
O 0.6285 1.4997 -4.4410 -0.4381
O -1.5347 4.0524 -5.9873 -0.2997
O 0.8746 2.6377 3.5157 -0.3553
C -0.1611 2.6708 -4.5131 -0.4291
C 5.6570 -1.9043 0.3958 -1.2242
C -4.0513 4.8161 -1.2182 -0.3202
C 0.9311 1.1326 -3.1107 -0.5960
C -1.9648 -0.5400 -0.0391 -0.3302
C -0.9964 5.3350 -5.6744 -0.4163
C -1.6495 -6.5399 1.4569 0.2784
C 0.6429 3.8745 1.4664 1.0603
C -0.4682 -0.3447 0.2624 0.0594
C 1.5249 -1.9613 1.7929 0.5065
C 1.3620 -4.3192 1.8732 0.2531
C 3.5910 -10.1253 3.8158 -1.0508
C -0.6703 2.9427 -5.9657 -0.5665
C -1.9939 -4.6872 -1.7445 -0.4354
C 2.5578 -7.2633 4.3080 0.2933
C 5.5272 -1.4034 3.5314 0.2704
C -5.7728 3.3916 -1.8896 -0.6292
C 1.2840 2.7569 2.2725 0.2868
C -2.0568 -2.1923 -3.5589 -0.4252
C -3.2807 7.2445 -7.8113 -0.7402
C 1.5100 -1.6905 0.3109 -0.5361
C -2.1202 6.3276 -5.9761 -0.5435
C 1.3304 1.6090 4.4142 -0.1242
C 2.0348 -6.1195 5.1482 0.9770
C -1.3151 10.3226 1.3265 -0.7018
C -2.2936 -5.7865 0.3365 -0.6022
C 5.3016 -0.7100 1.2279 -0.1319
C -0.2897 -8.2185 0.5691 -0.4830
C -2.4333 7.8802 -0.2217 -0.5879
C -3.4165 6.1771 -1.5684 -0.6860
C 4.7569 -1.7287 4.8357 0.8855
C 4.3678 -8.8678 4.1811 -0.1928
C -4.1817 0.2140 0.1378 -0.5063
C 2.8387 1.7308 4.6236 -0.8053
C -0.8932 -4.0735 -2.6158 -0.1216
C -1.3468 7.9425 0.8982 -0.2039
H -0.5755 11.1186 1.2593 0.2537
H -4.2520 6.8251 -7.5401 0.2880
H 3.1258 1.2157 5.5405 0.3819
H -6.0455 3.5353 -0.8440 0.3329
H 0.8344 1.8103 5.3633 0.3263
H -0.0639 5.5151 -6.2160 0.3062
H -4.4753 4.9042 -0.2150 0.3169
H -1.9975 7.3248 -5.5403 0.5073
H 1.2542 0.0942 -3.0800 0.2625
H -4.3787 6.7109 -1.5449 0.3238
H 2.4854 -2.0316 2.3130 0.2257
H 4.6046 -8.3912 3.2262 0.2552
H 0.0643 -9.2362 0.7636 0.3301
H -3.0582 8.1904 -7.3148 0.3087
H -2.2244 8.5179 -1.0838 0.3526
H 3.3325 1.3522 3.7317 0.0420
H -4.6729 1.1728 -0.0080 0.0855
H -3.1590 -6.3724 -0.0145 0.3513
H -0.6317 7.1639 0.6414 0.1117
H 0.2373 2.9982 -6.5688 0.3410
H 6.4997 -2.5320 0.6898 0.3761
H -2.1028 -0.5043 -1.1259 0.0923
H -1.5517 10.1638 2.3831 0.3106
H -3.2397 7.3318 -8.8938 0.2433
H -0.7245 5.2875 -4.6152 0.3011
H -2.9605 -2.1249 -2.9465 0.2536
H -2.5145 -5.3467 -2.4429 0.2502
H -2.4149 -6.4435 2.2347 0.3906
H 2.1938 -0.8484 0.1478 0.1859
H -0.3325 -0.0915 1.3187 0.0631
H 4.1773 -10.7660 3.1535 0.3559
H 1.0454 -1.1898 2.4044 -0.4513
H 5.2976 -9.0661 4.7048 0.3422
H -2.2227 -1.5763 0.2030 0.2225
H -2.1792 10.5940 0.7178 0.2763
H -1.0479 2.7761 -3.8764 0.3742
H 0.6293 -7.7419 0.9359 0.0951
H -5.1385 2.4998 -1.9508 0.1425
H 0.4629 3.4957 -4.1443 0.3359
H -0.1851 -4.8796 -2.8375 0.3943
H 1.0083 -5.1688 2.4457 -0.6275
H -0.0252 0.5152 -0.2528 -0.0591
H 4.8695 -2.6092 0.1250 0.2067
H 0.9930 0.6034 4.1627 0.0923
H -3.1223 6.2800 -2.6151 0.2355
H -2.5523 -3.8274 -1.3638 0.2624
H -1.3510 2.1126 -6.1409 0.2606
H 1.9882 -2.4931 -0.2500 0.2416
H -4.1621 -0.2855 -0.8338 0.2803
H 1.6772 1.8350 -2.7249 0.4662
H 2.6455 -9.8683 3.3459 0.2755
H 4.4945 -0.1788 0.7219 0.1189
H -3.3971 8.1473 0.2237 0.3802
H -4.7247 -0.4192 0.8383 0.2811
H -2.8591 -4.9414 0.7537 0.4138
H -2.3662 -1.8895 -4.5621 0.3478
H -0.4500 -8.0661 -0.4970 0.2251
H -3.0313 5.9233 -5.5174 0.2600
H -3.3359 3.9860 -1.1756 0.3234
H 1.3589 -4.5487 0.8023 0.2432
H 3.4290 -10.7866 4.6694 0.3049
H 3.1556 2.7639 4.7675 0.3557
H -6.6041 3.2409 -2.5727 0.2931
H -0.7767 -6.0453 1.8925 -0.4163
H 0.0988 1.2147 -2.4037 0.1307
H 2.4485 -4.2941 2.0485 0.2602
H 6.0892 0.0386 1.3058 0.4291
H -1.3004 -1.4528 -3.2738 0.0852
H 5.9842 -1.5249 -0.5791 0.4287
H -0.1505 -3.4446 -2.1091 -0.1005
H -1.8204 7.7829 1.8709 0.3006

=====

(2)
137
Properties=species:S:1:pos:R:3:mulliken_charge:R:1 method="wB97M-V/def2-TZVPD" orbital_gap_ev=9.96 largest_force_ha_per_bohr=0.0776 lumo_ha=0.0006 de_lowest_kj_mol=471.07 total_energy_ev=-703341.9555 smiles="O=S1(=O)CCCC1.O=S1(=O)CCCC1.O=S1(=O)CCCC1.O=S1(=O)CCCC1.O=S1(=O)CCCC1.O=S1(=O)CCCC1.O=S1(=O)CCCC1.BrCCBr.BrCCBr.BrCCBr.BrCCBr"
Br 7.6303 7.6194 4.9431 -0.1688
Br 6.3505 3.5218 3.1490 -0.1896
Br -1.0648 2.4052 -7.0939 -0.1255
Br 6.1872 -5.8573 4.3783 -0.1552
Br 2.9888 -5.2480 2.4068 -0.1457
Br -5.3968 8.1948 -0.2718 -0.1918
Br -2.9569 0.4730 -9.0396 -0.1039
Br -0.9146 7.9542 0.9703 -0.1548
S -9.3171 -6.4675 0.5169 1.0421
S -1.0279 0.9684 1.7092 0.9780
S 3.9174 6.8963 -4.2439 1.0611
S 5.7820 -1.3739 -6.7399 1.0836
S 0.6052 -6.5154 -6.5623 0.9934
S 3.0509 0.7700 9.2918 1.0670
S -6.5493 -0.4327 7.3685 1.0801
O -2.3201 1.5846 1.4197 -0.6129
O -6.0273 0.4573 8.4427 -0.6571
O 4.5832 -1.5081 -7.5249 -0.6295
O 0.3385 -7.7063 -5.7599 -0.6243
O 3.2606 2.1875 9.3827 -0.6432
O 2.9811 6.0187 -3.5024 -0.6477
O 3.6404 8.3112 -4.2773 -0.6263
O -0.3111 1.0472 2.9997 -0.6200
O 1.9029 -6.3594 -7.2054 -0.6236
O 3.3638 0.1868 7.9650 -0.6425
O 5.7332 -1.3614 -5.3024 -0.6503
O -10.2909 -7.2470 1.1847 -0.5999
O -9.3059 -6.4504 -0.9370 -0.6321
O -5.6748 -1.2005 6.4929 -0.6334
C -7.4103 -5.4302 2.1218 -0.5967
C 8.1357 -0.4590 -7.9656 -0.5413
C -1.1339 -0.6068 -0.3558 -0.5383
C -8.1732 -4.1266 1.6196 -0.5986
C -9.0945 -1.2410 7.3363 -0.5399
C -3.5183 7.4480 0.0693 -0.6523
C 6.9667 -2.5624 -7.2671 -0.7407
C 4.0444 -3.9218 3.4904 -0.5937
C -0.0682 -4.9866 -5.6515 -0.7236
C -1.1075 -0.8508 1.0827 -0.6993
C 5.6124 6.5425 -6.2281 -0.6054
C 3.9866 -0.0799 10.5866 -0.6123
C 6.4193 6.3016 -4.9426 -0.6492
C -7.5854 -6.5897 1.1426 -0.6097
C 1.3139 0.2908 9.8272 -0.6837
C 6.7473 -0.0174 -7.4590 -0.6678
C -7.7722 -1.5241 8.1203 -0.6882
C 1.5061 -0.5232 11.0942 -0.5621
C 7.0457 6.2488 3.6329 -0.5806
C 0.2570 1.3876 0.5468 -0.5659
C -9.5826 -4.6216 1.1367 -0.7057
C 5.5170 -4.1750 3.3869 -0.6374
C -3.0289 2.8320 -7.3982 -0.5926
C -7.7166 0.6335 6.4063 -0.7102
C 7.8497 -1.8762 -8.3945 -0.5994
C 6.8186 4.9828 4.4715 -0.6148
C -2.5384 8.6158 0.0520 -0.5465
C -0.7033 -6.4767 -7.8158 -0.6414
C 5.6090 6.5620 -3.6406 -0.5254
C -0.0210 0.4355 -0.6247 -0.7430
C -1.9316 -6.0071 -7.0540 -0.5596
C -9.1667 0.1867 6.8970 -0.5911
C 4.1282 6.2574 -5.9737 -0.7367
C -3.3301 2.4069 -8.7997 -0.5966
C -1.6036 -5.1396 -5.8789 -0.5401
C 2.9821 -1.1463 11.1920 -0.7119
H -2.0086 -4.1277 -5.8690 0.4127
H -3.1113 3.8634 -7.0555 0.3879
H -10.1824 -4.1914 0.3346 0.4113
H -7.5937 -2.5630 8.3975 0.4133
H 3.3125 6.7613 -6.4921 0.4336
H 4.3313 0.6249 11.3433 0.3737
H -2.3060 8.7412 -1.0056 0.3441
H 1.1111 -0.1720 8.8613 0.3409
H 5.8023 -4.2600 2.3383 0.3928
H 7.1917 7.0702 -4.9685 0.2411
H 3.2001 -2.1407 10.8024 0.3597
H 3.8290 -2.9012 3.1744 0.3542
H 0.2044 -4.1374 -6.2782 0.3028
H 0.4372 2.4491 0.3767 0.4785
H -7.3580 1.6628 6.4060 0.4050
H 8.7264 -2.5022 -8.5606 0.3413
H -2.6050 -5.4225 -7.6808 0.3009
H 1.5842 0.1285 11.9644 0.2824
H -8.3790 -3.5510 2.5221 0.2702
H 7.9674 6.1913 3.0539 0.3440
H -7.0171 -6.5318 0.2143 0.3475
H -4.3677 2.5348 -9.1080 0.3607
H 5.7817 7.4277 -3.0012 0.4360
H -0.1670 -1.3650 1.2809 0.2972
H 3.1299 -1.2483 12.2671 0.3224
H -3.5731 2.1045 -6.7959 0.3257
H 6.2855 0.4417 -8.3331 0.3414
H 6.7412 5.2623 -5.0082 0.3545
H 5.9279 5.9686 -7.0994 0.3703
H -6.3649 -5.2518 2.3737 0.3528
H -9.3745 0.6870 7.8428 0.2884
H 8.7011 -0.4200 -7.0345 0.2793
H 7.3027 -1.8325 -9.3363 0.3038
H 1.1604 1.0286 1.0398 0.2667
H 5.6483 5.5748 -3.1802 0.2704
H -1.1390 -1.5282 -0.9383 0.3619
H 6.7563 0.7132 -6.6502 0.3783
H 6.2143 6.4825 2.9678 0.4133
H 0.4456 -4.9195 -4.6926 0.4637
H -2.6934 2.9638 -9.4871 0.3445
H 0.8466 -0.0049 -1.1161 0.3845
H -9.0338 -1.8244 6.4176 0.2388
H -3.2595 6.5915 -0.5532 0.4131
H 8.5707 0.1420 -8.7642 0.2969
H -8.0244 -5.4252 3.0223 0.2798
H 6.0464 5.0712 5.2357 0.4001
H -7.4343 0.3669 5.3878 0.3475
H -1.9458 -5.6175 -4.9609 0.2245
H -3.5586 7.1176 1.1072 0.3737
H -2.0444 -0.0648 -0.6113 0.2843
H -2.9461 9.4573 0.6121 0.4150
H -0.2915 1.0534 -1.4809 0.3158
H 6.0267 -3.3094 3.8100 0.3826
H 7.7779 4.8313 4.9663 0.3966
H 0.8468 -1.3743 11.2644 0.3452
H 3.8541 5.2027 -5.9503 0.3300
H -2.5199 -6.8843 -6.7850 0.2916
H 5.7320 7.6118 -6.4025 0.2937
H -7.4507 -7.5863 1.5631 0.3907
H -10.0796 -1.5029 7.7224 0.3590
H 6.6125 -3.5703 -7.4836 0.4417
H -0.7010 -7.4997 -8.1921 0.4071
H 0.6221 1.1187 9.6719 0.4099
H -9.9750 0.3417 6.1823 0.3474
H -10.1894 -4.7151 2.0374 0.3105
H 3.6147 -3.9053 4.4920 0.4031
H -7.7763 -0.9388 9.0398 0.3407
H -1.9234 -1.2064 1.7119 0.4119
H 4.8746 -0.6120 10.2453 0.3542
H -0.4574 -5.7256 -8.5665 0.3161
H -7.5690 -3.6217 0.8659 0.3373
H 7.5918 -2.7717 -6.3991 0.3618

=====

(3)
128
Properties=species:S:1:pos:R:3:mulliken_charge:R:1 method="wB97M-V/def2-TZVPD" orbital_gap_ev=6.55 largest_force_ha_per_bohr=0.0258 lumo_ha=-0.1344 total_energy_ev=-88839.8232 charge=+1
I -4.1236 1.7399 -0.1568 0.0940
P -4.0743 0.0025 -5.0204 1.1540
O 5.6495 6.2479 0.3115 -0.6389
O -5.9437 -2.9563 2.2219 -0.4744
O -3.5307 -0.9010 -6.2052 -0.5074
O -8.6113 -4.9824 7.8268 -0.5798
O 5.9657 1.6176 4.1481 -0.5825
O -3.7488 1.4254 -5.1702 -0.7881
O -5.5099 -5.1798 -4.9953 -0.5241
O 9.6204 7.8642 2.1743 -0.6411
O -5.9840 -3.3824 0.0315 -0.3373
O -5.6176 -0.2775 -4.9064 -0.4720
O 3.1163 -0.1566 0.8260 -0.5773
N -2.5595 0.3097 -2.8835 0.4304
N -4.4969 -5.8946 -6.8985 0.1152
N 3.6492 2.0487 0.9196 0.1852
N 6.7493 -0.3447 4.9810 0.1270
N 7.9353 8.6508 3.4796 0.0947
N 7.0785 6.1588 -1.4549 0.0832
N -8.2875 -4.5061 5.6318 0.1422
C 3.8050 0.7629 1.2545 0.5445
C -1.1002 -1.4418 0.0800 1.6405
C 8.6607 9.8717 3.7919 -0.9573
C 8.5188 7.7438 2.6786 -0.0275
C -5.2093 -6.0703 -5.7765 0.0668
C -6.1634 -2.1102 -2.0403 -0.5793
C -4.1787 -6.9953 -7.7919 -0.9395
C 6.1653 5.3496 -2.2416 -0.8750
C -1.8981 0.0968 -1.7445 -0.4864
C 6.4865 -1.0544 3.7402 -0.9153
C -1.5207 -2.7010 0.8331 -2.2372
C -2.0064 2.1340 -0.1409 -0.4791
C -1.1851 1.2742 -1.1547 0.1181
C 6.7093 6.5358 -0.2206 0.3445
C 6.4476 0.9611 5.0557 0.1331
C -5.4477 -3.4313 1.2631 0.0391
C -5.5154 -3.3119 -2.7385 -1.0214
C 4.5034 3.0918 1.4690 -0.5508
C 0.6670 -3.7506 -1.3823 -1.0393
C -7.3697 -4.3914 4.5145 -0.9515
C 7.3292 -1.0669 6.0981 -0.9172
C -3.3053 -0.6261 -3.5179 -0.0932
C 0.4238 -1.4253 -0.3000 -0.8699
C 2.6017 2.4093 -0.0130 -0.6627
C -4.2613 -2.9692 -3.5921 -1.1756
C 1.1267 -2.7701 -0.2859 -0.7635
C -9.6960 -4.2146 5.4270 -0.9328
C -1.9196 -1.1973 -1.1732 1.0877
C 6.6119 8.4467 4.0355 -0.9059
C -1.5257 1.9857 1.3061 -1.1893
C -7.8817 -4.8750 6.8623 0.1254
C 8.3617 6.5376 -2.0191 -0.9164
C -3.4114 -1.8985 -2.9737 -0.2832
C -4.0341 -4.5583 -7.2317 -0.8038
C -5.9837 -2.0522 -0.5294 -0.4449
C -2.6900 -2.1686 -1.7945 -0.6556
H -7.3739 -3.3764 4.1254 0.3911
H -2.5307 1.2427 -3.2936 0.5069
H -2.4794 -2.5262 1.3173 0.4808
H 6.7880 -2.0926 3.8467 0.3898
H 6.6556 8.4491 5.1264 0.3653
H 6.6829 1.4045 6.0365 0.2417
H -7.6677 -5.0779 3.7178 0.3131
H -3.4808 -4.5891 -8.1660 0.4124
H -4.5968 -7.9204 -7.4030 0.2923
H -6.3603 -4.6406 4.8348 0.2844
H -3.6488 -3.8682 -3.6072 0.5706
H 5.2295 2.6531 2.1491 0.1607
H -1.3225 -0.6127 0.7439 -0.4475
H -2.7634 -3.1650 -1.3919 0.6187
H 5.4236 -1.0104 3.4992 0.2657
H 0.4359 -4.7280 -0.9706 0.2610
H 0.9720 -0.7516 0.3497 0.2391
H 5.9381 9.2407 3.7081 0.3376
H -3.0971 -7.1079 -7.8807 0.3382
H -6.8266 -1.5146 -0.0995 0.4592
H 7.0421 -0.5976 2.9203 0.2857
H -0.1897 -3.3831 -1.9400 0.1394
H 8.9185 7.1358 -1.3012 0.2990
H -0.2583 0.9745 -0.6875 -0.7768
H 8.8887 10.4183 2.8767 0.3017
H -7.2326 -2.1573 -2.2230 0.4845
H -4.4966 -3.9671 1.3288 0.5422
H 5.0268 3.6103 0.6651 0.1544
H -0.9458 1.9298 -1.9902 0.6907
H 3.8988 3.8154 2.0167 0.2856
H -0.4453 1.8867 1.3607 0.0893
H -1.8868 3.1708 -0.4215 0.6528
H 8.3012 -1.4765 5.8189 0.3349
H 6.2140 7.4912 3.7005 0.2801
H -3.3861 -4.1787 -6.4397 0.1321
H -6.0583 0.4620 -5.3564 0.3622
H -1.8089 2.8849 1.8462 0.4341
H -0.8128 -2.8642 1.6370 0.4704
H -4.5972 -6.8094 -8.7818 0.3433
H -5.5155 -7.1154 -5.6158 0.2706
H 9.6025 9.6333 4.2863 0.2970
H 5.2234 5.8797 -2.3883 0.2839
H 1.4649 -3.9053 -2.1033 0.3938
H 2.7488 1.8963 -0.9659 0.3288
H -6.7969 -5.0746 6.9170 0.2488
H 2.6159 3.4842 -0.1728 0.4013
H 5.9508 4.4130 -1.7243 0.2167
H -4.8811 -3.8789 -7.3340 0.3161
H 8.2158 7.1222 -2.9291 0.3380
H 6.6742 -1.8864 6.3987 0.3361
H 7.4617 -0.3963 6.9437 0.2909
H -5.2439 -4.1025 -2.0510 0.4126
H 7.4716 7.1481 0.2849 0.1447
H -4.4993 -2.7598 -4.6271 0.3916
H 1.0889 -3.2299 0.6945 0.4239
H 8.9448 5.6474 -2.2608 0.3436
H 2.1791 -2.5622 -0.4562 0.4950
H -2.6332 -1.2165 -6.0468 0.3827
H -6.2284 -3.7316 -3.4287 0.7152
H -10.3005 -5.0897 5.6670 0.3073
H -2.0263 1.1726 1.8175 0.4177
H -9.8592 -3.9338 4.3896 0.3453
H 8.0554 10.4944 4.4452 0.3840
H 0.5056 -1.0150 -1.3062 0.4933
H 6.6140 5.1337 -3.2073 0.3915
H -5.0887 -1.5124 -0.2145 -0.0339
H -1.5816 -3.5865 0.2147 0.4072
H 7.8896 6.8532 2.5070 0.4623
H 1.6274 2.1135 0.3854 -0.1031
H -10.0103 -3.3991 6.0787 0.3019
H 4.6268 0.6025 1.9676 -0.2133
H -5.8367 -1.1575 -2.4464 0.0923